## P
Molecular formula: C25H44O2P2Tb
Method: DFT, the ωB97M-V functional and the def2-TZVPD basis

Geometry (Å):
Tb (-2.4153, 1.1800, 1.1498)
C (-1.2604, 2.1417, 3.0770)
C (-0.9677, 3.0422, 2.0115)
C (-3.2610, 2.9848, 2.2733)
C (-2.6783, 2.1827, 3.2986)
C (-2.1757, 3.5322, 1.4662)
C (-0.2921, 1.4851, 3.9893)
H (0.6201, 1.1937, 3.4640)
H (-0.7219, 0.5778, 4.4214)
H (-0.0107, 2.1517, 4.8193)
C (-3.4246, 1.3793, 4.3058)
H (-2.7665, 1.1264, 5.1435)
H (-3.8108, 0.4232, 3.8910)
H (-4.2871, 1.9565, 4.6653)
C (-4.6426, 2.7775, 1.7888)
H (-5.3017, 2.8415, 2.6552)
H (-4.7953, 1.7652, 1.3237)
H (-4.9040, 3.5447, 1.0396)
C (-2.3647, 4.0510, 0.0826)
H (-2.7278, 5.0838, 0.1291)
H (-3.1172, 3.4583, -0.4693)
H (-1.4216, 4.0241, -0.4768)
C (0.3926, 3.3605, 1.4961)
H (0.5287, 4.4395, 1.3882)
H (0.6058, 2.9226, 0.5184)
H (1.1657, 3.0131, 2.1756)
C (1.2947, -1.9415, 1.2783)
C (2.0379, -0.9841, 1.8604)
C (2.5344, 0.2784, 1.1961)
C (2.8736, 0.1785, -0.3100)
C (1.8141, 0.4252, -1.3359)
C (0.8264, -0.3943, -1.8046)
C (0.2180, -1.5660, -1.0138)
C (1.2607, -2.3167, -0.1680)
H (3.4840, 0.5054, 1.7163)
H (3.3859, -0.7821, -0.4943)
H (1.8763, 1.1447, 1.4122)
H (2.2916, -2.1235, -0.6488)
H (0.5885, -2.5019, 1.9032)
H (2.3983, -1.1229, 2.8816)
H (1.0940, -3.4031, -0.2535)
H (-0.5987, -1.1902, -0.3680)
H (0.1137, 0.0622, -2.5332)
H (-0.2477, -2.2833, -1.7182)
H (3.6715, 0.9238, -0.4932)
H (1.7804, 1.4562, -1.7190)
P (3.1859, -2.5617, -2.0895)
C (3.5352, -4.2734, -1.6599)
C (4.7517, -1.6761, -2.3142)
P (1.3567, -0.9941, -4.1193)
C (2.1727, -2.5733, -3.6024)
C (2.7689, -0.0447, -4.8230)
C (0.5430, -1.5558, -5.6591)
H (2.6102, -4.8696, -1.7014)
H (3.9148, -4.2819, -0.6248)
H (4.2953, -4.6977, -2.3356)
H (5.4394, -2.2796, -2.9262)
H (5.2028, -1.5226, -1.3221)
H (4.5991, -0.7000, -2.8003)
H (1.2560, -2.0849, -6.3075)
H (0.1525, -0.6731, -6.1886)
H (-0.2951, -2.2282, -5.4312)
H (1.3529, -3.2933, -3.4174)
H (2.7669, -2.9548, -4.4668)
H (2.3260, 0.7319, -5.4673)
H (3.4008, -0.6969, -5.4277)
H (3.3700, 0.4458, -4.0428)
C (-6.1008, -1.3142, 2.9548)
O (-4.8072, -1.6210, 2.3464)
C (-4.0746, -0.6191, 1.9320)
O (-3.0888, -0.9310, 1.1553)
H (-6.3996, -2.1930, 3.5193)
H (-6.8458, -1.1014, 2.1738)
H (-6.0524, -0.4403, 3.6308)

## Properties
HOMO (alpha / beta) = -8.5 / -8.5 eV
Gap between HOMO and LUMO (alpha / beta) = 4.956 / 5.460 eV
Spin multiplicity = 7
Charge = +1

## Q
Molecular formula: C25H44O2P2Tb
Method: DFT, the ωB97M-V functional and the def2-TZVPD basis

Geometry (Å):
Tb (1.8734, -0.7924, 0.9685)
C (4.0870, -0.6495, -0.3191)
C (3.6627, 0.7035, -0.1323)
C (3.9105, -0.2583, 1.9698)
C (4.2463, -1.2480, 0.9750)
C (3.5227, 0.9488, 1.2729)
C (4.5417, -1.2578, -1.6014)
H (4.0072, -0.8414, -2.4625)
H (4.3914, -2.3416, -1.6037)
H (5.6156, -1.0831, -1.7767)
C (4.6660, -2.6475, 1.2704)
H (4.8330, -3.2103, 0.3415)
H (3.8838, -3.1843, 1.8557)
H (5.5921, -2.6455, 1.8676)
C (3.8758, -0.4867, 3.4391)
H (4.9058, -0.5785, 3.8120)
H (3.3330, -1.4226, 3.7072)
H (3.3766, 0.3421, 3.9580)
C (3.1100, 2.2212, 1.9250)
H (4.0075, 2.7982, 2.1877)
H (2.5466, 2.0431, 2.8503)
H (2.4949, 2.8420, 1.2620)
C (3.6069, 1.7528, -1.1906)
H (4.5059, 2.3952, -1.1757)
H (2.7375, 2.4104, -1.0536)
H (3.5399, 1.3110, -2.1928)
C (-0.0388, -2.1160, -1.0160)
C (0.7954, -1.4598, -1.8496)
C (0.5639, -0.0939, -2.4305)
C (-0.2811, 0.9547, -1.6457)
C (-0.0065, 1.1987, -0.1916)
C (-0.5826, 0.5076, 0.8283)
C (-1.5481, -0.6362, 0.6467)
C (-1.3878, -1.6435, -0.5432)
H (0.0647, -0.1916, -3.4059)
H (-1.3434, 0.7135, -1.7940)
H (1.5465, 0.3429, -2.6599)
H (-1.9911, -1.2590, -1.3795)
H (0.2600, -3.1020, -0.6449)
H (1.7440, -1.9300, -2.1417)
H (-1.8938, -2.5610, -0.1962)
H (-1.5497, -1.2217, 1.5742)
H (-0.3487, 0.7538, 1.8796)
H (-2.5721, -0.2459, 0.5546)
H (-0.1087, 1.9123, -2.1582)
H (0.6967, 2.0105, 0.0377)
P (-3.8519, 0.6696, -2.0988)
C (-4.6741, -0.9503, -2.4430)
C (-4.2989, 1.4542, -3.7238)
P (-4.6489, 2.7091, -0.0538)
C (-5.2967, 1.3713, -1.1588)
C (-5.3768, 4.1569, -0.9751)
C (-6.0463, 2.6495, 1.1660)
H (-4.7522, -1.5212, -1.5120)
H (-4.0623, -1.5054, -3.1618)
H (-5.6758, -0.7846, -2.8559)
H (-5.3385, 1.2301, -3.9794)
H (-3.6438, 1.0370, -4.4911)
H (-4.1624, 2.5373, -3.6843)
H (-7.0155, 2.7500, 0.6676)
H (-5.9184, 3.4778, 1.8684)
H (-6.0118, 1.7065, 1.7147)
H (-5.7799, 0.5917, -0.5557)
H (-6.0480, 1.7847, -1.8505)
H (-5.2645, 5.0403, -0.3418)
H (-6.4409, 4.0035, -1.1723)
H (-4.8497, 4.3260, -1.9146)
C (2.7851, -4.1427, 4.4714)
O (1.6727, -3.7080, 3.6249)
C (1.8706, -2.8013, 2.7004)
O (0.8131, -2.3846, 2.1244)
H (2.7948, -5.2336, 4.4315)
H (2.5927, -3.7850, 5.4833)
H (3.7359, -3.7329, 4.1019)

## Properties
HOMO (alpha / beta) = -10.7 / -10.7 eV
Gap between HOMO and LUMO (alpha / beta) = 6.741 / 7.949 eV
Spin multiplicity = 7
Charge = +1

Tell me which of them is the least stable. Sure, it is P.

## P
Molecular formula: C6H12Br6
Method: DFT, the ωB97M-V functional and the def2-TZVPD basis

Geometry (Å):
Br (-9.6028, -12.2246, 0.0548)
C (-8.9921, -10.4199, 0.5427)
C (-9.6416, -9.7538, 1.7982)
Br (-8.8054, -7.8996, 2.0860)
H (-9.2531, -9.8521, -0.3503)
H (-7.9217, -10.3947, 0.7472)
H (-9.5171, -10.3257, 2.7178)
H (-10.7269, -9.7606, 1.6977)
Br (-10.8681, -14.9482, 3.0252)
C (-9.7815, -13.2449, 2.9183)
C (-10.5730, -12.2290, 3.7024)
Br (-9.9701, -12.2918, 5.5943)
H (-9.7422, -12.9284, 1.8761)
H (-8.7515, -13.3429, 3.2611)
H (-11.6396, -12.4521, 3.6744)
H (-10.4433, -11.2450, 3.2518)
Br (-9.0851, -16.5302, 5.2306)
C (-8.3994, -14.6639, 5.1067)
C (-6.8317, -14.6309, 5.4295)
Br (-6.2643, -12.7951, 5.1983)
H (-8.8964, -14.0512, 5.8588)
H (-8.7334, -14.3218, 4.1271)
H (-6.1689, -15.3157, 4.9005)
H (-6.5776, -14.8011, 6.4757)

## Properties
HOMO = -9.3 eV
Gap between HOMO and LUMO = 9.214 eV

## Q
Molecular formula: C6H12Br6
Method: DFT, the ωB97M-V functional and the def2-TZVPD basis

Geometry (Å):
Br (-0.2702, -3.0921, -0.5635)
C (-1.2841, -2.4403, 1.0802)
C (-0.7281, -1.1308, 1.6038)
Br (1.1204, -1.2962, 2.0226)
H (-1.2751, -3.1607, 1.8981)
H (-2.3453, -2.3846, 0.8377)
H (-1.2694, -0.7349, 2.4630)
H (-0.9389, -0.3168, 0.9102)
Br (-3.5819, 6.1498, -1.1453)
C (-2.2198, 5.0585, -0.2871)
C (-2.6947, 3.5743, -0.2716)
Br (-1.8033, 2.3420, 1.0103)
H (-2.0752, 5.3860, 0.7424)
H (-1.1961, 5.1403, -0.6524)
H (-2.5711, 3.1344, -1.2612)
H (-3.7522, 3.6578, -0.0210)
Br (5.1976, -3.0475, -0.0524)
C (3.3201, -2.4199, -0.2220)
C (3.0899, -2.6860, -1.6647)
Br (3.8086, -1.2434, -2.9906)
H (3.3698, -1.3499, -0.0201)
H (2.5749, -2.8368, 0.4555)
H (2.0445, -2.6276, -1.9680)
H (3.4795, -3.6754, -1.9040)

## Properties
HOMO = -9.9 eV
Gap between HOMO and LUMO = 10.142 eV

Tell me which of them is the least stable. Sure, it is P.

## P
Molecular formula: C7H12Si
Method: DFT, the ωB97M-V functional and the def2-TZVPD basis

Geometry (Å):
C (1.0608, 0.5014, 1.6638)
C (2.1409, 1.1081, 1.1531)
C (0.2709, -0.1002, 0.5336)
C (0.7932, 0.2718, -0.6915)
C (2.0900, 1.0138, -0.3852)
C (-2.1702, -0.2332, 1.3259)
C (-0.8918, -1.0104, 0.8185)
Si (0.1661, -0.2184, -2.4264)
H (0.9591, 0.1809, 2.6407)
H (2.8928, 1.7481, 1.6090)
H (1.9029, 2.0253, -0.7168)
H (2.9817, 0.6902, -0.7589)
H (-1.9423, 0.7982, 1.6269)
H (-2.6723, -0.8619, 2.2014)
H (-2.9329, 0.0863, 0.5148)
H (-1.0650, -1.6583, -0.0103)
H (-0.6547, -1.7011, 1.6534)
H (-0.8881, -1.2534, -2.4102)
H (1.2551, -1.1262, -3.0822)
H (-0.2920, 0.8331, -3.4105)

## Properties
HOMO (alpha / beta) = -5.2 / -9.8 eV
Gap between HOMO and LUMO (alpha / beta) = 6.202 / 7.777 eV
Spin multiplicity = 3

## Q
Molecular formula: C7H12Si
Method: DFT, the ωB97M-V functional and the def2-TZVPD basis

Geometry (Å):
C (1.6537, -0.5965, -0.2306)
C (-0.6416, 1.6505, -0.3188)
C (2.6945, -0.8212, -0.6379)
C (3.9359, -0.4280, -0.9766)
C (-0.6908, -1.9156, -0.7713)
C (-2.1323, 1.7521, -0.1345)
C (-0.8377, 0.0637, 1.8473)
Si (-0.1572, -0.1824, -0.0729)
H (0.0122, 2.5436, -0.2919)
H (3.9186, 0.1038, -1.8981)
H (4.7384, -0.7961, -0.1974)
H (-0.3654, -2.1150, -1.7387)
H (-0.1293, -2.5923, -0.1386)
H (-1.7294, -2.1638, -0.6836)
H (-2.6003, 2.0137, -1.0780)
H (-2.4660, 0.7295, 0.3114)
H (-2.4845, 2.5440, 0.4363)
H (-1.1227, 1.0101, 2.0551)
H (-1.6042, -0.6549, 2.0519)
H (0.0083, -0.1451, 2.4669)

## Properties
HOMO (alpha / beta) = -7.7 / -9.6 eV
Gap between HOMO and LUMO (alpha / beta) = 8.603 / 9.500 eV
Spin multiplicity = 3

Tell me which of them is the least stable. Sure, it is Q.